Entry 1:
125
Properties=species:S:1:pos:R:3 method="wB97M-V/def2-TZVPD" e_homo_ev="-11.8237 / -11.8233" relative_energy_kcal_mol=0.0 total_energy_ev=-96776.61904 multiplicity=3 orbital_gap_ev="5.09 / 5.09" s2=2.01 charge=+2
W 0.498 -1.451 -0.058
C 5.040 -1.155 -2.977
C 3.559 -1.178 -2.859
C 2.609 -0.904 -3.834
C 1.365 -1.078 -3.252
N 1.546 -1.418 -1.934
N 2.906 -1.489 -1.743
B 3.476 -2.076 -0.434
N 3.367 -1.053 0.695
N 2.138 -0.613 1.122
C 2.383 0.360 2.047
C 3.767 0.505 2.173
C 4.353 -0.402 1.318
C 5.799 -0.677 1.096
C 1.474 1.215 2.928
C -0.026 1.009 2.822
C 1.766 2.697 2.625
C 1.871 0.924 4.388
N 2.711 -3.354 -0.067
N 1.340 -3.400 0.103
C 1.029 -4.697 0.370
C 2.205 -5.433 0.431
C 3.238 -4.570 0.131
C 4.690 -4.874 0.022
C -0.325 -5.343 0.576
C -0.461 -5.692 2.066
C -1.508 -4.491 0.151
C -0.372 -6.633 -0.262
C 0.050 -0.998 -4.012
C -0.639 -2.369 -3.997
C 0.344 -0.654 -5.482
C -0.877 0.116 -3.506
H 5.321 -0.780 -3.957
H 5.462 -2.152 -2.857
H 5.483 -0.508 -2.220
H 2.819 -0.636 -4.851
H 4.618 -2.336 -0.608
H 4.283 1.162 2.849
H 6.392 -0.049 1.755
H 6.093 -0.469 0.068
H 6.039 -1.718 1.309
H -0.402 1.048 1.803
H -0.515 1.815 3.371
H -0.318 0.073 3.284
H 1.344 2.996 1.663
H 2.832 2.926 2.644
H 1.286 3.318 3.382
H 1.782 -0.139 4.614
H 1.207 1.473 5.056
H 2.891 1.235 4.607
H 2.298 -6.483 0.638
H 4.853 -5.927 0.239
H 5.273 -4.284 0.729
H 5.064 -4.668 -0.980
H -0.403 -4.797 2.688
H 0.318 -6.380 2.390
H -1.425 -6.170 2.244
H -1.651 -3.641 0.812
H -2.413 -5.095 0.208
H -1.408 -4.158 -0.882
H 0.432 -7.322 -0.016
H -0.311 -6.410 -1.329
H -1.314 -7.146 -0.074
H -0.032 -3.099 -4.532
H -1.600 -2.301 -4.507
H -0.809 -2.745 -2.990
H 0.978 -1.403 -5.954
H 0.815 0.324 -5.588
H -0.596 -0.628 -6.032
H -1.309 -0.084 -2.526
H -1.728 0.214 -4.181
H -0.364 1.082 -3.504
Cl -6.333 -1.043 2.654
C -4.669 -1.239 2.274
C -3.748 -1.429 3.310
C -2.398 -1.556 3.058
C -1.927 -1.484 1.747
O -0.603 -1.565 1.537
C -2.861 -1.356 0.696
C -2.458 -1.498 -0.657
O -1.283 -1.722 -1.046
C -4.235 -1.219 0.972
H -4.114 -1.466 4.327
H -1.697 -1.706 3.866
H -3.209 -1.450 -1.450
H -4.938 -1.112 0.156
O 0.125 0.528 -0.564
H -0.260 0.607 -1.458
H 0.937 1.148 -0.563
O 2.305 1.874 -0.731
H 2.822 2.015 0.074
H 2.270 2.722 -1.195
C -1.230 6.247 -3.713
Si -0.721 5.146 -2.290
C 0.151 6.143 -0.966
C 0.438 3.792 -2.933
C -2.244 4.262 -1.616
Te -1.970 3.227 0.247
C -3.150 4.527 1.472
Si -4.416 3.611 2.530
C -5.697 2.837 1.402
C -5.189 4.826 3.721
C -3.520 2.265 3.494
H -0.372 6.744 -4.167
H -1.916 7.024 -3.372
H -1.736 5.680 -4.496
H 1.117 6.499 -1.325
H 0.315 5.558 -0.058
H -0.432 7.021 -0.686
H 1.465 4.149 -3.034
H 0.127 3.446 -3.920
H 0.433 2.921 -2.271
H -2.623 3.531 -2.330
H -3.061 4.963 -1.446
H -3.644 5.194 0.764
H -2.467 5.135 2.064
H -6.107 3.573 0.708
H -6.532 2.426 1.971
H -5.264 2.028 0.810
H -5.679 5.646 3.195
H -4.435 5.262 4.380
H -5.940 4.347 4.350
H -3.010 1.569 2.823
H -4.235 1.699 4.094
H -2.782 2.690 4.178

=====

Entry 2:
125
Properties=species:S:1:pos:R:3 method="wB97M-V/def2-TZVPD" smiles="CCCCCCCCCC[C@H]1[C@H](NCCCC)[C@@H](CCOC(C)=O)[C@@H](CN)OS1(=O)=O.CC#N.CC#N.CC#N.CC#N.CC#N.CC#N.CC#N.CC#N" e_homo_ev=-9.6606 relative_energy_kcal_mol=155.1 total_energy_ev=-77542.82886 orbital_gap_ev=9.81
C -7.695 -3.161 4.285
C -6.788 -1.839 4.080
C -5.331 -2.180 3.433
C -4.932 -1.005 2.412
C -3.437 -0.413 2.638
C -3.416 1.043 1.952
C -2.127 1.927 2.303
C -0.732 1.256 1.842
C -0.775 0.549 0.402
C 0.576 0.817 -0.467
C 1.229 -0.596 -0.885
C 2.372 -0.452 -2.039
N 1.861 0.076 -3.331
C 0.805 -0.781 -3.950
C -0.404 0.107 -4.588
C -1.726 -0.833 -4.465
C -2.232 -0.704 -2.939
C 3.256 -1.819 -2.209
C 4.785 -1.383 -2.044
C 5.847 -2.285 -2.837
O 5.265 -3.256 -3.749
C 6.306 -4.226 -3.987
C 6.650 -5.387 -2.926
O 7.019 -4.200 -5.027
C 2.773 -2.966 -1.187
C 3.574 -4.369 -1.372
N 3.039 -5.156 -2.522
O 2.978 -2.605 0.229
S 2.145 -1.211 0.630
O 1.227 -1.491 1.795
O 3.172 -0.171 0.992
H -7.056 -4.024 4.674
H -8.509 -2.969 5.060
H -8.205 -3.499 3.316
H -6.561 -1.447 5.138
H -7.365 -1.051 3.495
H -5.507 -3.126 2.793
H -4.561 -2.367 4.256
H -4.996 -1.303 1.306
H -5.643 -0.116 2.612
H -2.723 -1.105 2.059
H -3.104 -0.416 3.729
H -3.589 0.887 0.828
H -4.327 1.612 2.381
H -2.224 2.908 1.698
H -2.086 2.254 3.411
H 0.080 2.066 1.940
H -0.460 0.462 2.633
H -0.865 -0.587 0.599
H -1.715 0.817 -0.208
H 1.358 1.419 0.132
H 0.303 1.477 -1.363
H 0.454 -1.396 -1.128
H 3.088 0.357 -1.625
H 1.418 0.992 -3.125
H 0.418 -1.633 -3.298
H 1.298 -1.288 -4.869
H -0.527 1.096 -4.032
H -0.223 0.329 -5.707
H -1.358 -1.911 -4.621
H -2.507 -0.547 -5.245
H -2.746 -1.680 -2.657
H -2.911 0.214 -2.879
H -1.351 -0.501 -2.225
H 3.019 -2.220 -3.264
H 5.017 -1.418 -0.912
H 4.997 -0.289 -2.348
H 6.519 -2.787 -2.051
H 6.549 -1.597 -3.446
H 6.892 -4.897 -1.912
H 7.590 -5.970 -3.230
H 5.771 -6.097 -2.744
H 1.667 -3.238 -1.398
H 3.310 -4.975 -0.421
H 4.706 -4.246 -1.357
H 2.145 -5.558 -2.166
H 2.713 -4.486 -3.250
C 3.326 -0.099 -6.955
C 2.040 0.602 -7.273
N 1.026 1.154 -7.521
H 4.154 0.396 -7.464
H 3.503 -0.075 -5.877
H 3.274 -1.137 -7.285
C 1.143 -8.355 -0.184
C 0.748 -7.489 -1.341
N 0.439 -6.806 -2.253
H 0.900 -9.398 -0.395
H 2.216 -8.269 -0.005
H 0.605 -8.041 0.712
C 1.241 -7.619 4.024
C 1.405 -8.973 3.404
N 1.536 -10.048 2.919
H 1.562 -6.848 3.321
H 0.195 -7.451 4.281
H 1.847 -7.549 4.929
C -2.079 -4.069 4.609
C -1.916 -5.424 3.991
N -1.786 -6.491 3.504
H -1.758 -3.299 3.905
H -3.126 -3.902 4.865
H -1.475 -3.998 5.514
C 1.776 4.820 1.002
C 0.673 5.168 1.957
N -0.204 5.447 2.718
H 2.714 4.700 1.546
H 1.540 3.888 0.487
H 1.891 5.616 0.264
C 0.167 8.889 0.970
C 0.662 8.553 -0.404
N 1.052 8.288 -1.486
H -0.714 9.529 0.903
H -0.098 7.973 1.503
H 0.945 9.412 1.528
C -2.969 11.884 -0.784
C -2.659 11.505 0.633
N -2.416 11.206 1.748
H -3.697 12.697 -0.799
H -2.059 12.211 -1.287
H -3.382 11.025 -1.315
C -2.403 12.772 4.801
C -3.040 13.902 5.554
N -3.541 14.790 6.145
H -1.628 13.159 4.137
H -1.952 12.067 5.501
H -3.154 12.252 4.206

=====

Entry 3:
122
Properties=species:S:1:pos:R:3 method="wB97M-V/def2-TZVPD" e_homo_ev="-8.9200 / -9.4870" total_energy_ev=-62445.56804 multiplicity=4 orbital_gap_ev="8.92 / 8.76" s2=3.76
C 0.087 6.004 -0.446
C -1.128 5.876 0.403
C -2.367 6.933 0.243
O -2.644 7.693 1.337
O -3.170 7.203 -0.951
C -3.589 5.993 -1.665
C -3.133 6.245 -3.255
C -2.823 4.861 -4.074
C -1.386 4.957 -4.891
C -0.478 3.566 -4.705
C -0.199 3.211 -3.118
C -0.761 1.668 -2.844
C -0.694 1.138 -1.264
O -1.658 -0.010 -1.215
C -2.686 0.398 -2.194
O -3.941 -0.082 -2.270
O -2.192 1.433 -3.118
H 1.131 5.515 -0.148
H -0.034 6.642 -1.445
H -1.183 5.042 1.222
H -3.191 4.983 -1.231
H -4.776 5.872 -1.713
H -2.169 6.947 -3.214
H -4.003 6.876 -3.738
H -3.693 4.747 -4.880
H -2.897 3.948 -3.344
H -1.655 4.999 -6.035
H -0.733 5.890 -4.573
H -1.032 2.671 -5.265
H 0.579 3.710 -5.232
H 0.962 3.197 -2.862
H -0.737 4.016 -2.422
H -0.210 1.016 -3.661
H 0.332 0.544 -1.209
H -0.868 2.003 -0.466
C -3.826 -3.110 0.392
C -3.139 -4.043 -0.642
C -4.112 -5.150 -1.139
C -4.298 -6.308 -0.174
C -2.945 -6.886 0.223
C -1.996 -5.817 0.821
N -1.868 -4.592 -0.052
O -1.020 -4.933 -1.123
C -2.510 -5.434 2.235
C -0.616 -6.490 1.118
C -2.906 -3.086 -1.866
H -3.743 -3.429 1.424
H -3.392 -2.102 0.367
H -4.897 -3.007 0.182
H -3.742 -5.564 -2.086
H -5.095 -4.716 -1.369
H -4.863 -5.984 0.704
H -4.898 -7.090 -0.655
H -3.103 -7.699 0.943
H -2.485 -7.348 -0.660
H -1.951 -4.588 2.648
H -2.393 -6.270 2.939
H -3.576 -5.196 2.263
H -0.169 -6.947 0.226
H -0.720 -7.300 1.850
H 0.097 -5.766 1.529
H -2.171 -2.307 -1.630
H -3.840 -2.584 -2.145
H -2.560 -3.621 -2.759
C 5.671 0.828 -5.411
C 5.270 2.161 -4.723
C 6.509 3.072 -4.487
C 7.364 2.680 -3.295
C 6.503 2.568 -2.042
C 5.322 1.580 -2.222
N 4.506 1.861 -3.460
O 3.698 2.980 -3.182
C 5.884 0.134 -2.248
C 4.458 1.600 -0.917
C 4.410 2.872 -5.827
H 5.940 0.025 -4.734
H 4.848 0.430 -6.017
H 6.528 0.971 -6.081
H 6.177 4.107 -4.332
H 7.140 3.094 -5.386
H 7.892 1.744 -3.496
H 8.137 3.442 -3.135
H 7.136 2.254 -1.202
H 6.126 3.565 -1.782
H 5.106 -0.593 -2.503
H 6.282 -0.154 -1.265
H 6.724 0.005 -2.935
H 4.089 2.603 -0.670
H 5.045 1.274 -0.050
H 3.598 0.926 -1.003
H 3.472 2.335 -6.012
H 4.958 2.911 -6.777
H 4.163 3.909 -5.568
C 0.571 -3.581 6.153
C 0.373 -2.168 6.767
C -0.589 -2.212 7.990
C -2.062 -2.296 7.632
C -2.434 -1.178 6.665
C -1.556 -1.183 5.388
N -0.078 -1.215 5.693
O 0.291 0.081 6.098
C -1.964 -2.396 4.510
C -1.960 0.044 4.505
C 1.796 -1.842 7.344
H -0.144 -3.851 5.385
H 1.554 -3.671 5.675
H 0.511 -4.359 6.923
H -0.445 -1.311 8.600
H -0.332 -3.057 8.643
H -2.297 -3.277 7.211
H -2.664 -2.199 8.544
H -3.494 -1.277 6.397
H -2.342 -0.215 7.184
H -1.286 -2.520 3.659
H -2.975 -2.264 4.098
H -2.011 -3.338 5.061
H -1.862 0.998 5.037
H -3.011 -0.021 4.195
H -1.352 0.092 3.594
H 2.535 -1.720 6.543
H 2.145 -2.655 7.991
H 1.805 -0.932 7.957